(1)
C10H8N2O4PtSSe2 as an isolated structure in a non-equilibrium geometry. Source: the Open Molecules 2025 dataset; level of theory: ωB97M-V/def2-TZVPD.

```
28
Properties=species:S:1:pos:R:3:nbo_charge:R:1
Pt 0.58121 -0.56216 0.30126 1.42
O 2.41195 -0.17446 1.14146 -0.82
S 2.13271 -1.52707 1.82386 2.47
O 3.05514 -2.07152 2.71435 -0.75
O 1.75353 -2.32131 0.56202 -0.80
O 0.69859 -1.22300 2.30662 -0.78
Se -0.96773 1.73282 0.83790 0.56
Se -2.12060 1.07346 -1.08038 0.38
C -2.38701 -0.68921 -0.41612 -0.01
C -3.64380 -1.25117 -0.40805 -0.21
C -3.77760 -2.58721 -0.03582 -0.08
C -2.64718 -3.30162 0.30855 -0.20
C -1.41642 -2.66758 0.28942 0.08
N -1.28731 -1.37868 -0.06376 -0.49
C 0.57595 2.35367 -0.10739 -0.01
C 1.08027 3.62704 -0.09066 -0.21
C 2.27560 3.83036 -0.78797 -0.08
C 2.87301 2.76718 -1.43914 -0.20
C 2.29169 1.50759 -1.37351 0.09
N 1.14694 1.32305 -0.71132 -0.51
H -4.50346 -0.66188 -0.69454 0.27
H -4.75537 -3.05002 -0.01572 0.27
H -2.69944 -4.34000 0.60275 0.28
H -0.50602 -3.18971 0.55344 0.26
H 0.57732 4.43083 0.42917 0.27
H 2.72949 4.81253 -0.80583 0.27
H 3.79318 2.89469 -1.99156 0.28
H 2.73536 0.64339 -1.84901 0.25
```

Output
total charge = +2
highest occupied orbital energy (spin up / spin down) = -16.5 / -16.5 eV
Kohn-Sham gap (spin up / spin down) = 5.646 / 5.653 eV
relative energy (zero: lowest compared OMol25 entry of this formula, charge and spin) = 190.8 kJ/mol
DFT total energy = -6115.9600 Ha


(2)
C10H8N3O6Sc as an isolated structure in a non-equilibrium geometry. Source: the Open Molecules 2025 dataset; level of theory: ωB97M-V/def2-TZVPD.

```
28
Properties=species:S:1:pos:R:3:nbo_charge:R:1
O -0.00950 2.08169 -4.55126 -0.42
C 0.05916 1.52205 -3.56428 0.44
Sc 0.75684 0.27846 0.71321 1.30
C -0.37282 1.01196 2.66931 0.54
O -0.83726 1.24724 3.69396 -0.33
C -0.09829 -1.34188 -0.96808 0.18
O -0.16903 -2.48175 -0.50496 -0.41
C 2.47876 -0.02515 -0.81295 0.51
O 3.53951 -0.22483 -1.19235 -0.30
C -1.21423 -0.23688 -0.14913 0.25
O -2.38083 -0.19506 -0.37091 -0.35
H 0.29023 -1.01336 -1.95494 0.17
C 4.42336 -0.33111 3.52967 -0.42
N 3.28658 -1.15822 3.19672 -0.36
C 3.07584 -2.33860 3.84860 0.17
C 1.90109 -3.00322 3.64624 -0.35
C 0.91987 -2.47679 2.77560 0.51
N 1.23105 -1.36313 2.03963 -0.67
C 2.34246 -0.65620 2.40183 0.76
O 2.43354 0.55447 2.01738 -0.69
N -0.35316 -2.90651 2.64062 -0.69
H 4.09171 0.64165 3.89094 0.25
H 5.07747 -0.16714 2.66896 0.24
H 4.98067 -0.84148 4.31218 0.24
H 3.86312 -2.59977 4.54653 0.27
H 1.72818 -3.92132 4.20239 0.28
H -0.77482 -3.54971 3.30166 0.44
H -1.01360 -2.41082 2.06284 0.43
```

Output
total charge = +2
highest occupied orbital energy (spin up / spin down) = -15.4 / -15.4 eV
Kohn-Sham gap (spin up / spin down) = 6.699 / 6.696 eV
relative energy (zero: lowest compared OMol25 entry of this formula, charge and spin) = 75.8 kJ/mol
DFT total energy = -1761.7023 Ha


(3)
One molecule with the formula C10H8N6O in a non-equilibrium geometry. Source: the Open Molecules 2025 dataset; level of theory: ωB97M-V/def2-TZVPD.

```
25
Properties=species:S:1:pos:R:3:nbo_charge:R:1
O 1.92813 1.01829 5.25332 -0.61
C 1.93030 0.99721 3.98292 0.68
N 2.94643 1.55900 3.25626 -0.25
N 2.84274 1.45023 1.93613 -0.08
C 1.64406 0.95844 1.33784 -0.23
C 0.55898 0.53640 2.08667 0.43
N -0.68177 -0.01618 1.53352 -0.61
C -0.83458 -0.19420 0.09573 0.15
C -1.96792 0.36458 -0.46997 -0.28
C -2.17513 0.08055 -1.87063 -0.11
C -1.17329 -0.61642 -2.55245 -0.16
C -1.12785 -0.54552 -3.96702 -0.01
N -0.05236 -1.14634 -4.30975 -0.20
N 0.58013 -1.59571 -3.11867 -0.38
C -0.12226 -1.22269 -2.00527 0.14
C 0.05726 -1.06536 -0.61009 -0.27
N 0.70210 0.66837 3.40495 -0.56
H 1.63177 0.84629 0.24514 0.23
H -1.58575 0.17689 1.89734 0.41
H -2.66295 0.92929 0.09178 0.22
H -3.02074 0.45796 -2.43257 0.22
H -1.99216 -0.25757 -4.52499 0.22
H 1.44967 -2.05971 -3.05162 0.41
H 0.99607 -1.46659 -0.21088 0.23
H 0.12911 0.14277 4.00230 0.43
```

Output
structure (SMILES) = O=c1nncc(Nc2ccc3cn[nH]c3c2)[nH]1
highest occupied orbital energy = -8.9 eV
Kohn-Sham gap = 8.250 eV
relative energy (zero: lowest compared OMol25 entry of this formula, charge and spin) = 178.3 kJ/mol
DFT total energy = -789.5413 Ha


(4)
One molecule with the formula C10H8O2 in a non-equilibrium geometry. Source: the Open Molecules 2025 dataset; level of theory: ωB97M-V/def2-TZVPD.

```
20
Properties=species:S:1:pos:R:3:nbo_charge:R:1
C 3.31096 0.04831 0.45187 -0.65
C 1.92187 0.18819 -0.19968 -0.38
C 0.76570 1.27035 -0.11382 0.55
O 0.92704 2.46522 -0.23936 -0.53
C -0.61260 0.67032 0.00232 -0.07
C -1.97075 1.33776 0.05821 -0.15
C -3.00137 0.49309 0.18709 -0.22
C -2.80694 -0.81847 0.04246 -0.22
C -1.61028 -1.57681 -0.21790 -0.12
C -0.39050 -0.74562 0.24265 -0.13
C 0.97079 -1.07223 0.00327 0.52
O 1.47640 -2.21931 -0.15286 -0.54
H 3.99097 0.84612 -0.12053 0.25
H 3.28653 -0.09789 1.63937 0.24
H 3.68484 -1.04647 0.09722 0.25
H 1.86368 0.35652 -1.39526 0.26
H -2.07274 2.43234 0.03739 0.24
H -3.93706 0.75892 0.62848 0.23
H -3.71937 -1.37200 0.17003 0.21
H -1.78564 -2.61422 -0.65764 0.25
```

Output
structure (SMILES) = CC1C(=O)c2ccccc2C1=O
highest occupied orbital energy = -9.3 eV
Kohn-Sham gap = 8.417 eV
relative energy (zero: lowest compared OMol25 entry of this formula, charge and spin) = 406.5 kJ/mol
DFT total energy = -536.2030 Ha


(5)
One molecule with the formula C10H8O2S in a non-equilibrium geometry. Source: the Open Molecules 2025 dataset; level of theory: ωB97M-V/def2-TZVPD.

```
21
Properties=species:S:1:pos:R:3:nbo_charge:R:1
O -0.61095 -0.88397 -3.78469 -0.69
C -0.53254 -0.63228 -2.43720 0.21
C -1.44081 -1.05125 -1.44979 -0.26
C -1.17940 -0.68528 -0.14994 -0.22
C -0.01246 0.11165 0.26303 -0.03
C 0.35812 0.41844 1.63586 -0.08
C -0.58764 0.66684 2.66824 -0.26
C 0.01529 0.82593 3.88210 -0.38
S 1.76781 0.66056 3.81024 0.42
C 1.66848 0.27325 2.12895 -0.40
C 0.88787 0.46958 -0.74344 -0.24
C 0.54609 0.16179 -2.06141 0.27
O 1.27572 0.61611 -3.09804 -0.67
H -1.34414 -1.44602 -3.87716 0.49
H -2.24811 -1.72725 -1.81749 0.21
H -1.90528 -1.05627 0.58682 0.22
H -1.58983 0.93146 2.44380 0.23
H -0.37701 1.17310 4.83762 0.23
H 2.58350 0.09527 1.60737 0.23
H 1.79977 0.97248 -0.54325 0.23
H 0.92550 0.10585 -3.90164 0.50
```

Output
structure (SMILES) = Oc1ccc(-c2ccsc2)cc1O
highest occupied orbital energy = -7.8 eV
Kohn-Sham gap = 8.392 eV
relative energy (zero: lowest compared OMol25 entry of this formula, charge and spin) = 75.8 kJ/mol
DFT total energy = -934.5033 Ha


(6)
One molecule with the formula C10H8O4S in a non-equilibrium geometry. Source: the Open Molecules 2025 dataset; level of theory: ωB97M-V/def2-TZVPD.

```
23
Properties=species:S:1:pos:R:3:nbo_charge:R:1
C 3.01485 0.28998 0.09233 -0.18
C 2.47658 0.83934 -0.98747 -0.21
C 1.77041 0.53482 0.94636 0.26
C 1.16740 1.31119 -0.36063 0.24
C 0.68252 -1.75486 0.50962 0.71
C -2.90310 -0.18176 1.81941 -0.71
C -1.31824 1.25215 0.05284 -0.54
C -0.30759 -0.70502 -1.31076 0.38
C 0.59899 -0.37327 0.86283 -0.10
C -0.09722 0.38696 -0.24056 -0.13
O 1.19431 -2.69070 1.06336 -0.53
O 1.40850 1.84872 0.89518 -0.41
O -0.03355 -1.93611 -0.68886 -0.51
O -1.60720 -0.69264 -1.80261 -0.71
S -2.89185 0.36877 0.24850 0.42
H 3.93578 -0.18788 0.34974 0.24
H 2.77241 0.96816 -2.00964 0.23
H -3.75297 -0.76285 2.11792 0.21
H -2.04888 -0.10352 2.46298 0.21
H -1.12680 1.83012 0.95653 0.25
H -1.49489 1.92929 -0.78409 0.24
H 0.40209 -0.57336 -2.15115 0.15
H -1.84155 -1.59755 -2.04182 0.50
```

Output
highest occupied orbital energy (spin up / spin down) = -8.4 / -6.5 eV
Kohn-Sham gap (spin up / spin down) = 8.440 / 5.049 eV
relative energy (zero: lowest compared OMol25 entry of this formula, charge and spin) = 561.1 kJ/mol
DFT total energy = -1084.7107 Ha


(7)
One molecule with the formula C10H8O4S in a non-equilibrium geometry. Source: the Open Molecules 2025 dataset; level of theory: ωB97M-V/def2-TZVPD.

```
23
Properties=species:S:1:pos:R:3:nbo_charge:R:1
C 2.42905 0.89981 -1.65360 -0.20
C 3.03265 1.41450 -0.47502 -0.20
C 1.14698 0.33831 -1.51015 -0.22
C 2.34952 1.28746 0.77238 -0.20
C 0.38961 0.25131 -0.27612 -0.07
C 1.11518 0.76081 0.83867 -0.29
C -0.87374 -0.36853 -0.24441 0.15
C -0.41388 -0.48489 2.94086 -0.41
C -0.21218 -1.71504 3.06857 0.54
C -2.73603 -0.90621 1.11589 -0.25
O -0.20035 -2.87787 3.29860 -0.39
O -0.82520 2.03423 2.14041 -0.90
O 1.20474 1.57977 3.36868 -0.91
O -1.55134 -0.26194 0.83287 -0.48
S 0.20120 1.08130 2.42901 2.13
H 3.00810 1.02382 -2.63613 0.23
H 3.91208 1.91845 -0.47547 0.21
H 0.79813 -0.01953 -2.50220 0.21
H 2.75562 1.65782 1.74178 0.26
H -1.15439 -0.78300 -1.26390 0.19
H -2.89361 -0.83626 2.13648 0.21
H -2.73042 -2.09172 0.88259 0.17
H -3.56772 -0.52546 0.45017 0.20
```

Output
spin multiplicity = 3
highest occupied orbital energy (spin up / spin down) = -7.2 / -9.8 eV
Kohn-Sham gap (spin up / spin down) = 7.658 / 6.857 eV
DFT total energy = -1084.7616 Ha


(8)
One molecule with the formula C10H9BN2O2 in a non-equilibrium geometry. Source: the Open Molecules 2025 dataset; level of theory: ωB97M-V/def2-TZVPD.

```
24
Properties=species:S:1:pos:R:3:nbo_charge:R:1
C 2.13997 -0.92616 -0.25135 -0.42
N 0.83426 -0.33654 0.03448 -0.31
C 0.19167 -0.31569 1.21180 -0.10
B 0.67061 -1.08437 2.48985 1.10
O -0.31756 -1.68006 3.16607 -0.86
O 2.02424 -0.82706 2.82064 -0.90
C -1.05024 0.25461 0.92522 -0.22
C -2.15216 0.40751 1.78750 0.28
N -2.84816 0.32076 2.66520 -0.32
C -1.09828 0.65982 -0.47679 -0.03
C -2.05949 1.43045 -1.18189 -0.19
C -1.73601 1.54185 -2.50642 -0.22
C -0.52851 1.14082 -3.04778 -0.22
C 0.44462 0.41849 -2.32368 -0.24
C 0.15474 0.20490 -0.98988 0.12
H 2.63993 -1.37295 0.67227 0.24
H 2.06058 -1.58164 -1.13501 0.21
H 2.83875 -0.17751 -0.50091 0.21
H -0.13451 -2.31152 3.90019 0.51
H 2.43097 -1.08390 3.62535 0.50
H -3.02538 1.74444 -0.91647 0.23
H -2.42298 2.17653 -3.13760 0.21
H -0.40381 1.41073 -4.09990 0.22
H 1.34675 -0.01349 -2.73088 0.22
```

Output
structure (SMILES) = Cn1c(B(O)O)c(C#N)c2ccccc21
highest occupied orbital energy = -8.0 eV
Kohn-Sham gap = 8.041 eV
relative energy (zero: lowest compared OMol25 entry of this formula, charge and spin) = 0.0 kJ/mol
DFT total energy = -671.3898 Ha